The following is a quantum chemistry calculation of 2 unconnected molecules or ions with the total composition C7H17NO, from the OMol25 dataset.

Properties
Orbital gap   9.60 eV
Energy relative to the best compared isomer or geometry (same formula, charge and spin)   4.103 eV
HOMO energy   -8.7146 eV
Electronic energy   -406.77955 Eh
Molecular weight   131.2 u
SMILES   CCN(C)C(C)=O.CC

ORCA input file:
```
! RIJCOSX wB97M-V def2-TZVPD def2/J DEFGRID3
* xyz 0 1
C 2.210 1.411 1.045
C 1.149 1.356 -0.006
N -0.372 1.432 0.148
C -0.974 1.274 -1.174
C -1.107 1.011 1.257
C -2.601 0.914 1.091
O -0.477 0.407 2.073
H 2.401 2.533 1.277
H 3.098 1.074 0.486
H 2.125 0.901 1.942
H 1.241 2.252 -0.509
H 1.181 0.377 -0.643
H -0.309 0.743 -1.995
H -2.064 0.941 -1.024
H -1.232 2.216 -1.611
H -3.231 1.663 0.399
H -2.839 -0.134 0.893
H -2.691 1.243 2.173
C 0.389 -2.530 0.021
C 0.707 -2.987 -1.434
H 1.218 -2.039 0.631
H -0.247 -1.683 -0.244
H -0.026 -3.280 0.697
H 1.329 -2.093 -1.679
H -0.021 -3.032 -2.347
H 1.142 -3.969 -1.467
*
```